1.
{"formula": "FH3OP2", "method": "wB97M-V/def2-TZVPD", "e_tot_ha": -859.53858, "homo_lumo_gap_ha": 0.2515, "spin_multiplicity": 1, "total_charge": 0, "molar_mass_g_mol": 99.969, "smiles": "OP=[PH2]F", "elements": ["O", "F", "P", "P", "H", "H", "H"], "coordinates": [[0.4718, -1.3179, 1.7463], [0.2923, 1.8569, -1.2048], [1.0998, 0.0327, 1.0919], [-0.0214, 0.1888, -0.8163], [-0.4111, -1.0088, 2.0298], [-0.0968, -0.0265, -2.3496], [-1.3346, 0.2748, -0.4972]], "nbo_charge": [-0.964, -0.581, 0.354, 0.807, 0.481, -0.039, -0.059]}



2.
{"formula": "FH3OP2", "method": "wB97M-V/def2-TZVPD", "e_tot_ha": -859.56555, "homo_lumo_gap_ha": 0.3047, "spin_multiplicity": 1, "total_charge": 0, "molar_mass_g_mol": 99.969, "elements": ["O", "F", "P", "P", "H", "H", "H"], "coordinates": [[-0.1869, -1.2459, -0.3433], [-2.4326, 2.2470, 0.1510], [-1.2257, -0.3689, 0.5454], [-1.1617, 1.4085, -0.4930], [0.6023, -1.1083, -0.9136], [2.3050, -0.6642, 0.7948], [2.0996, -0.2681, 0.2587]], "nbo_charge": [-1.038, -0.586, 0.603, 0.494, 0.529, 0.027, -0.029]}



3.
{"formula": "FH3P2S2", "method": "wB97M-V/def2-TZVPD", "e_tot_ha": -1580.75936, "homo_lumo_gap_ha": 0.3424, "spin_multiplicity": 1, "total_charge": 0, "molar_mass_g_mol": 148.104, "smiles": "F[P@@](P)(=S)S", "elements": ["F", "P", "P", "S", "S", "H", "H", "H"], "coordinates": [[-1.2758, 0.1948, -1.2550], [0.9800, 1.0836, 0.5277], [-0.5884, -0.4103, 0.3664], [-2.0463, -0.3918, 1.5932], [0.3784, -2.2244, 0.0624], [0.0489, 2.1967, 0.1588], [1.3178, 0.9587, -0.8532], [1.1853, -1.4073, -0.6003]], "nbo_charge": [-0.614, 0.022, 0.978, -0.435, -0.164, 0.059, 0.016, 0.137]}



4.
{"formula": "FH4N2PS", "method": "wB97M-V/def2-TZVPD", "e_tot_ha": -951.37211, "homo_lumo_gap_ha": 0.3752, "spin_multiplicity": 1, "total_charge": 0, "molar_mass_g_mol": 114.085, "smiles": "NP(N)(F)=S", "elements": ["N", "N", "F", "P", "S", "H", "H", "H", "H"], "coordinates": [[-0.3326, -1.1508, -0.5723], [0.4295, 1.3387, 0.6527], [0.9588, 0.9595, -1.6589], [1.1662, 0.1556, -0.1854], [2.9942, -0.3447, 0.1322], [-0.3932, -0.9664, -1.5630], [0.0491, -2.0193, -0.2280], [-0.5459, 1.2460, 0.8561], [0.8004, 1.7570, 1.5146]], "nbo_charge": [-1.064, -1.199, -0.590, 1.724, -0.486, 0.389, 0.382, 0.421, 0.424]}



5.
{"formula": "FH52O26", "method": "wB97M-V/def2-TZVPD", "e_tot_ha": -2087.52660, "homo_lumo_gap_ha": 0.3552, "spin_multiplicity": 1, "total_charge": -1, "molar_mass_g_mol": 487.388, "elements": ["F", "O", "H", "H", "O", "H", "H", "O", "H", "H", "O", "H", "H", "O", "H", "H", "O", "H", "H", "O", "H", "H", "O", "H", "H", "O", "H", "H", "O", "H", "H", "O", "H", "H", "O", "H", "H", "O", "H", "H", "O", "H", "H", "O", "H", "H", "O", "H", "H", "O", "H", "H", "O", "H", "H", "O", "H", "H", "O", "H", "H", "O", "H", "H", "O", "H", "H", "O", "H", "H", "O", "H", "H", "O", "H", "H", "O", "H", "H"], "coordinates": [[7.6612, -15.6105, 28.1155], [6.1566, -16.4724, 30.4678], [6.5655, -16.4872, 29.6025], [6.8840, -16.5886, 31.0790], [7.8188, -14.1076, 33.5372], [7.9479, -14.5573, 32.7021], [6.9537, -13.7049, 33.4616], [8.4522, -15.9637, 25.3276], [8.4168, -15.9561, 26.2841], [7.5356, -15.9329, 25.0533], [10.2526, -14.2941, 24.4457], [9.5961, -14.8839, 24.8164], [10.3401, -14.5746, 23.5348], [11.0245, -14.2944, 28.2976], [10.1206, -14.1675, 28.5857], [11.5279, -13.6506, 28.7959], [5.7254, -20.2278, 28.9097], [6.2549, -19.8467, 28.2093], [5.0099, -20.6724, 28.4549], [7.3079, -19.6852, 31.1615], [7.6094, -20.5910, 31.2317], [6.6219, -19.7116, 30.4945], [5.2323, -14.8398, 27.0363], [4.6783, -15.4321, 27.5447], [6.1065, -14.9483, 27.4108], [4.9942, -18.8509, 24.8902], [4.2967, -18.6204, 25.5038], [5.4273, -18.0197, 24.6957], [8.0742, -14.1160, 30.5610], [7.9813, -14.8451, 29.9478], [7.3276, -13.5474, 30.3727], [8.0811, -12.8940, 27.5855], [7.9059, -13.8149, 27.7788], [8.1343, -12.8551, 26.6306], [7.3888, -18.7370, 27.2435], [7.7868, -18.5935, 26.3848], [8.0103, -18.3547, 27.8630], [8.4827, -17.3645, 31.6737], [8.1443, -18.2069, 31.3703], [9.3826, -17.3363, 31.3487], [6.4131, -11.5651, 29.8487], [6.5961, -10.6828, 30.1717], [6.9215, -11.6350, 29.0407], [8.5083, -11.9805, 25.0321], [8.9330, -12.6216, 24.4622], [9.0335, -11.1864, 24.9333], [5.7150, -15.9556, 24.3563], [5.3712, -15.3817, 25.0409], [4.9738, -16.0973, 23.7673], [4.1209, -14.4039, 31.1037], [4.0128, -14.6224, 32.0293], [4.7948, -15.0078, 30.7917], [11.7268, -15.9456, 25.8432], [11.3522, -15.1616, 25.4415], [11.6145, -15.8101, 26.7841], [10.7944, -16.9749, 30.4567], [10.4767, -17.1323, 29.5676], [11.1105, -16.0716, 30.4421], [9.7814, -17.2780, 27.9096], [9.1131, -16.6334, 28.1425], [10.3552, -16.8181, 27.2969], [3.1125, -18.0854, 26.9564], [3.6376, -17.5460, 27.5476], [3.0481, -18.9323, 27.3979], [3.8662, -16.3217, 29.0764], [4.5719, -16.5774, 29.6704], [3.3463, -15.6936, 29.5778], [4.5370, -12.3347, 28.2853], [5.2342, -12.2826, 28.9390], [4.7153, -13.1453, 27.8084], [10.0708, -10.8904, 28.2487], [9.9861, -10.3628, 29.0429], [9.6399, -11.7178, 28.4631], [8.8361, -18.6049, 24.7649], [8.3525, -18.6910, 23.9434], [9.0020, -17.6659, 24.8485], [3.9183, -18.4262, 31.4123], [4.7430, -18.4959, 30.9314], [3.3765, -19.1341, 31.0634]], "lowdin_charge": [-0.444, -0.052, 0.027, 0.019, -0.063, -0.012, 0.019, -0.029, 0.028, 0.035, -0.047, -0.016, 0.070, -0.023, 0.012, 0.052, -0.046, -0.002, 0.047, -0.030, 0.062, -0.006, -0.046, 0.014, -0.002, -0.066, -0.023, -0.017, -0.041, -0.013, 0.013, -0.048, -0.019, 0.006, -0.046, -0.004, 0.015, -0.063, -0.025, -0.017, -0.033, 0.068, 0.027, -0.036, 0.012, 0.054, -0.043, 0.021, 0.059, -0.040, 0.045, -0.012, -0.055, -0.024, -0.011, -0.041, -0.007, 0.046, -0.037, -0.006, 0.018, -0.041, 0.001, 0.039, -0.050, -0.012, 0.053, -0.075, -0.051, -0.024, -0.056, 0.025, -0.015, -0.043, 0.047, -0.003, -0.041, -0.010, 0.031]}



6.
{"formula": "FH5N3O2PS", "method": "wB97M-V/def2-TZVPD", "e_tot_ha": -1157.06458, "homo_lumo_gap_ha": 0.3852, "spin_multiplicity": 1, "total_charge": 0, "molar_mass_g_mol": 161.098, "smiles": "N=[PH2]N(N)S(=O)(=O)F", "elements": ["N", "P", "N", "N", "S", "O", "O", "F", "H", "H", "H", "H", "H"], "coordinates": [[-1.4242, 1.3833, 0.9935], [-0.8715, 0.9464, -0.3869], [0.6048, 0.0323, -0.3242], [1.4837, 0.4420, 0.6903], [0.4566, -1.6629, -0.2832], [1.5001, -2.1669, -1.0541], [0.3702, -2.1672, 1.0123], [-0.8537, -1.9333, -1.0500], [-2.3477, 0.9906, 1.1577], [-0.5279, 2.0113, -1.2293], [-1.7774, 0.1520, -1.1010], [1.0658, 1.1446, 1.2981], [2.3083, 0.8548, 0.2640]], "nbo_charge": [-1.315, 1.458, -0.820, -0.638, 2.534, -0.912, -0.887, -0.467, 0.392, -0.059, -0.039, 0.384, 0.368]}



7.
{"formula": "FH5N3P", "method": "wB97M-V/def2-TZVPD", "e_tot_ha": -608.49421, "homo_lumo_gap_ha": 0.3756, "spin_multiplicity": 1, "total_charge": 0, "molar_mass_g_mol": 97.033, "smiles": "[H]/N=P(\\N)=N/[H].F", "elements": ["N", "N", "N", "F", "P", "H", "H", "H", "H", "H"], "coordinates": [[0.6999, 0.4053, -2.1199], [0.4758, 0.5057, 0.6393], [-0.8734, -1.3516, -0.5958], [0.2080, 1.5956, 3.5783], [0.1646, -0.0899, -0.7584], [0.3815, -0.1087, -2.9235], [1.1378, 1.2536, 0.4827], [0.2517, 1.2055, 2.7254], [-1.2770, -1.8507, -1.3683], [-1.1689, -1.5648, 0.3400]], "nbo_charge": [-1.233, -1.299, -1.186, -0.582, 2.088, 0.385, 0.393, 0.577, 0.424, 0.433]}



8.
{"formula": "FHIN", "method": "wB97M-V/def2-TZVPD", "e_tot_ha": -452.63944, "homo_lumo_gap_ha": [0.3234, 0.2777], "spin_multiplicity": 1, "total_charge": 0, "molar_mass_g_mol": 160.917, "elements": ["N", "F", "I", "H"], "coordinates": [[2.0810, -0.7313, -0.9745], [2.7285, -0.0176, 0.1537], [2.2983, 0.1498, -2.5309], [0.0465, 0.4224, -2.0710]], "nbo_charge": [-0.287, -0.292, 0.660, -0.080]}